55
Properties=species:S:1:pos:R:3:forces:R:3 method="wB97M-V/def2-TZVPD" charge=0 e_tot_ev=-46530.9484 spin_multiplicity=1 e_lumo_ev=-0.2 homo_ev=-4.595 orbital_gap_ev=4.416
Pb 0.060 -0.649 -0.200 -0.9209 2.3636 0.9763
P 2.591 -0.424 -1.090 0.2768 -0.7657 -0.7043
P -2.620 0.683 1.929 2.2651 -0.9700 -1.7323
N -1.097 0.164 -1.742 0.1863 -0.1261 0.8183
H -0.048 -2.299 0.595 0.0473 -1.7753 -0.0208
C 3.158 -2.169 -1.155 0.4833 -0.1456 -0.2106
H 4.145 -2.271 -1.632 -0.1645 -0.0620 0.0881
H 2.425 -2.772 -1.716 0.2216 0.2924 0.2007
H 3.211 -2.583 -0.134 -0.0576 0.2239 -0.3689
C 3.956 0.501 -0.322 0.1815 0.2066 0.1853
H 4.934 0.303 -0.786 -0.2915 0.0292 0.0417
H 3.989 0.268 0.752 0.0762 0.0107 -0.4767
H 3.721 1.572 -0.398 0.1030 -0.2562 -0.0048
C 2.501 0.152 -2.823 0.2529 0.1042 -0.1609
H 3.468 0.077 -3.345 -0.2834 0.0283 0.1156
H 2.172 1.204 -2.813 0.0848 -0.3848 -0.0128
H 1.732 -0.420 -3.368 0.2381 0.1776 0.2660
C -3.449 -0.923 1.987 -1.0264 0.0413 0.5345
H -4.459 -0.765 2.366 -0.2171 -0.4816 -0.1445
H -2.925 -1.676 2.588 -0.1700 0.4677 -0.0106
H -3.470 -1.321 0.955 -0.0148 0.5463 0.3919
C -2.798 2.197 2.865 -0.6349 -0.0433 1.0538
H -3.856 2.471 2.899 0.1491 0.1928 0.0655
H -2.209 3.019 2.415 -0.2717 -0.7415 -0.1786
H -2.424 2.056 3.879 -0.1388 0.0374 0.0871
C -3.104 1.252 0.291 0.0449 0.1146 -0.4389
H -4.155 1.550 0.448 0.0224 -0.0055 0.1890
H -3.094 0.478 -0.493 0.4690 0.1973 0.3098
H -2.573 2.134 -0.093 0.0824 -0.4343 0.2540
C -1.428 0.216 -3.010 -0.2137 -0.0873 -1.3074
C -2.271 -0.701 -5.123 0.0634 0.3793 -0.1900
C -1.785 -0.905 -3.845 0.1953 0.5662 0.2032
C -1.490 1.530 -3.616 -0.0967 -0.5483 0.1154
C -1.979 1.704 -4.891 -0.1134 -0.4654 -0.1939
C -2.391 0.595 -5.655 -0.0839 0.0803 -0.2154
H -2.558 -1.561 -5.735 0.0471 0.2226 0.1278
H -1.664 -1.905 -3.424 -0.1037 0.2125 -0.0979
H -1.138 2.365 -3.000 -0.1747 -0.2518 -0.2341
H -2.030 2.710 -5.301 -0.0464 -0.1270 -0.0880
H -2.782 0.741 -6.665 0.1367 -0.0669 0.3181
C 2.422 -0.156 2.988 -0.5208 0.1949 -1.3848
O 2.095 0.547 2.036 0.8421 -0.5348 1.6428
C 2.492 -1.660 2.856 -0.1043 -0.0920 0.0005
H 2.449 -2.074 3.869 0.0339 -0.3532 -0.4031
H 3.390 -2.038 2.352 -0.1042 0.2688 0.0807
H 1.620 -1.962 2.256 0.2470 -0.1625 0.0988
C 2.549 0.332 4.399 -0.0380 0.8256 0.0124
H 2.068 -0.410 5.025 -0.0201 0.1111 0.4222
H 2.064 1.296 4.470 -0.3001 0.2133 0.1200
H 3.562 0.512 4.765 0.1450 -0.4242 -0.2694
C -0.892 -0.510 3.599 -0.2782 0.4959 -0.2651
O -1.125 0.156 2.294 -0.5801 0.2887 0.9360
H -1.820 -0.901 4.066 0.5364 0.3416 -0.2645
H -0.405 0.221 4.247 -0.2034 -0.0355 0.0644
H -0.197 -1.337 3.440 -0.2582 0.1057 -0.3421